No. 1
Computed, not measured: C43H33NO5P2Pd as an isolated structure, with wB97M-V/def2-TZVPD.

Atoms and positions in Å:
Pd: -0.201 0.302 0.832
O: -1.017 4.780 1.028
C: -1.369 3.484 1.178
O: -0.771 2.721 1.891
C: -2.564 3.104 0.353
C: -3.352 4.056 -0.280
C: -4.482 3.621 -0.949
C: -4.790 2.273 -0.947
C: -3.936 1.398 -0.274
N: -2.832 1.797 0.349
C: -4.348 -0.043 -0.098
O: -4.748 -0.687 -1.214
O: -4.452 -0.541 0.982
H: -0.219 4.919 1.564
H: -3.093 5.104 -0.241
H: -5.130 4.330 -1.448
H: -5.682 1.890 -1.422
H: -4.315 -0.314 -1.995
O: 2.135 -1.587 0.392
C: 3.346 -0.989 0.253
C: 4.567 -1.609 0.511
C: 5.745 -0.904 0.330
C: 5.721 0.418 -0.089
C: 4.500 1.046 -0.259
C: 3.296 0.369 -0.073
P: 1.712 1.286 -0.030
C: 2.262 2.763 0.913
C: 2.224 2.636 2.302
C: 2.588 3.690 3.124
C: 2.971 4.904 2.568
C: 3.002 5.047 1.188
C: 2.659 3.981 0.366
C: 1.596 1.934 -1.738
C: 0.665 2.950 -1.977
C: 0.436 3.419 -3.257
C: 1.115 2.862 -4.335
C: 2.025 1.842 -4.113
C: 2.266 1.384 -2.824
C: 1.796 -2.895 0.217
C: 2.647 -3.879 -0.279
C: 2.213 -5.193 -0.341
C: 0.944 -5.537 0.096
C: 0.085 -4.536 0.514
C: 0.467 -3.195 0.539
P: -0.799 -1.878 0.795
C: -1.749 -2.699 2.125
C: -3.068 -3.124 2.076
C: -3.665 -3.696 3.194
C: -2.953 -3.854 4.371
C: -1.635 -3.416 4.435
C: -1.046 -2.837 3.326
C: -1.740 -2.163 -0.769
C: -2.490 -3.291 -1.097
C: -3.073 -3.423 -2.348
C: -2.897 -2.444 -3.315
C: -2.140 -1.320 -3.014
C: -1.582 -1.179 -1.750
H: 4.594 -2.622 0.880
H: 6.689 -1.394 0.529
H: 6.642 0.965 -0.240
H: 4.475 2.097 -0.520
H: 1.878 1.705 2.739
H: 2.553 3.568 4.199
H: 3.242 5.734 3.208
H: 3.304 5.987 0.742
H: 2.692 4.111 -0.711
H: 0.116 3.384 -1.147
H: -0.280 4.217 -3.412
H: 0.934 3.224 -5.339
H: 2.554 1.395 -4.946
H: 2.986 0.590 -2.669
H: 3.633 -3.624 -0.631
H: 2.886 -5.952 -0.721
H: 0.618 -6.568 0.087
H: -0.913 -4.797 0.836
H: -3.664 -2.970 1.187
H: -4.699 -4.011 3.135
H: -3.422 -4.302 5.237
H: -1.067 -3.518 5.352
H: -0.023 -2.480 3.392
H: -2.623 -4.094 -0.383
H: -3.659 -4.306 -2.570
H: -3.341 -2.559 -4.296
H: -1.967 -0.553 -3.761
H: -0.986 -0.302 -1.511

Output
Kohn-Sham gap = 0.2296 hartree
Max |F| = 0.5 eV/Å
Total energy = -78912.8151 eV
Net charge = 0
Molar mass = 812.11 g mol⁻¹
ΔE to the lowest compared entry with this formula, charge and spin = 0.0 kcal/mol
2S+1 = 1

No. 2
Computed, not measured: C43H34BrNO3OsS as an isolated structure, with wB97M-V/def2-TZVPD.

Atoms and positions in Å:
Os: -0.024 -0.084 1.017
O: 1.358 1.090 0.246
C: 0.715 3.708 0.572
C: -0.215 3.179 1.647
C: -1.545 2.622 1.242
C: -2.665 3.431 1.400
C: -3.919 2.950 1.087
C: -4.013 1.649 0.629
C: -2.866 0.880 0.486
C: -2.989 -0.508 -0.051
C: -2.607 -1.606 0.994
O: -1.239 -1.604 1.165
C: -3.009 -3.007 0.507
C: -3.807 -3.291 -0.594
C: -4.104 -4.606 -0.922
C: -3.597 -5.653 -0.176
C: -2.791 -5.379 0.916
C: -2.503 -4.070 1.250
C: -3.291 -1.353 2.347
C: -2.602 -0.724 3.377
C: -3.170 -0.577 4.630
C: -4.448 -1.053 4.871
C: -5.148 -1.671 3.847
C: -4.575 -1.820 2.596
N: -1.646 1.356 0.800
C: 1.947 4.268 1.016
C: 2.436 4.087 2.330
C: 3.657 4.590 2.717
C: 4.443 5.308 1.826
C: 3.956 5.562 0.551
C: 2.732 5.075 0.159
C: 0.447 3.522 -0.829
C: -0.836 3.609 -1.392
C: -1.052 3.358 -2.732
C: 0.000 3.010 -3.565
C: 1.279 2.922 -3.036
C: 1.501 3.183 -1.703
H: -0.396 3.990 2.360
H: 0.335 2.385 2.182
H: -2.529 4.445 1.739
H: -4.792 3.574 1.199
H: -4.971 1.234 0.365
H: -2.296 -0.653 -0.889
H: -4.010 -0.654 -0.394
H: -4.214 -2.512 -1.221
H: -4.731 -4.811 -1.777
H: -3.823 -6.673 -0.446
H: -2.379 -6.186 1.502
H: -1.864 -3.848 2.090
H: -1.584 -0.377 3.214
H: -2.606 -0.101 5.419
H: -4.886 -0.962 5.854
H: -6.142 -2.055 4.028
H: -5.114 -2.332 1.813
H: 1.875 3.512 3.050
H: 4.016 4.408 3.721
H: 5.411 5.676 2.126
H: 4.544 6.147 -0.141
H: 2.347 5.334 -0.815
H: -1.670 3.921 -0.786
H: -2.052 3.442 -3.132
H: -0.172 2.812 -4.613
H: 2.108 2.639 -3.670
H: 2.496 3.070 -1.304
C: 3.389 -5.258 -3.755
C: 4.776 -5.570 -4.233
O: 5.091 -6.549 -4.847
S: 6.056 -4.370 -3.891
C: 5.233 -3.027 -3.043
C: 4.855 -1.900 -3.760
C: 4.188 -0.876 -3.121
C: 3.896 -0.965 -1.756
C: 4.353 -2.074 -1.029
C: 5.014 -3.097 -1.671
C: 3.083 -0.019 -1.116
C: 2.232 0.520 -0.424
H: 2.785 -6.163 -3.824
H: 2.956 -4.491 -4.397
H: 3.391 -4.888 -2.734
H: 5.068 -1.843 -4.817
H: 3.856 -0.010 -3.673
H: 4.162 -2.127 0.033
H: 5.346 -3.961 -1.116
Br: 1.557 -1.107 2.473

Output
Kohn-Sham gap (alpha / beta) = 0.1260 / 0.1264 hartree
Max |F| = 3.1 eV/Å
Total energy = -136116.2805 eV
Net charge = 0
Molar mass = 914.95 g mol⁻¹
2S+1 = 1

No. 3
Computed, not measured: one molecule with the formula C43H34F6N3OP, with wB97M-V/def2-TZVPD.

Atoms and positions in Å:
C: 1.708 -0.085 5.008
C: 2.972 -0.146 4.416
C: 3.108 -0.499 3.068
C: 1.985 -0.779 2.269
P: 2.099 -1.047 0.459
C: 3.404 0.172 0.132
C: 4.751 -0.163 -0.053
C: 5.701 0.856 -0.188
C: 5.329 2.196 -0.092
C: 3.994 2.524 0.179
C: 3.038 1.517 0.297
C: 2.653 -2.793 -0.152
C: 2.457 -3.559 1.067
N: 2.191 -4.064 2.091
O: 0.787 -0.774 -0.212
C: 0.721 -0.675 2.863
C: 0.583 -0.335 4.214
H: 1.601 0.157 6.072
H: 3.858 0.066 5.015
H: 4.108 -0.558 2.644
H: 5.076 -1.202 -0.069
H: 6.745 0.589 -0.357
H: 6.072 2.988 -0.208
H: 3.696 3.562 0.302
H: 2.004 1.763 0.551
H: 3.712 -2.576 -0.341
H: -0.167 -0.883 2.264
H: -0.409 -0.278 4.663
F: 5.101 -0.144 -7.754
C: 3.897 -0.247 -7.145
F: 4.108 -0.172 -5.791
F: 3.162 0.868 -7.476
C: 3.119 -1.482 -7.478
N: 1.854 -1.404 -6.719
C: 0.677 -1.142 -7.405
C: 0.550 -1.467 -8.775
C: -0.585 -1.091 -9.481
C: -1.617 -0.401 -8.837
C: -1.502 -0.084 -7.477
C: -0.380 -0.476 -6.755
C: 1.890 -1.891 -5.397
C: 1.533 -1.111 -4.273
C: 1.711 -1.609 -2.975
C: 2.160 -2.924 -2.742
C: 2.168 -3.587 -1.347
C: 2.866 -5.004 -1.292
C: 2.359 -5.981 -0.430
C: 2.861 -7.279 -0.423
C: 3.853 -7.654 -1.348
N: 4.320 -8.986 -1.321
C: 4.711 -9.527 -0.010
C: 6.197 -9.384 0.123
F: 6.695 -9.849 1.294
F: 6.817 -10.052 -0.907
F: 6.559 -8.064 -0.008
C: 4.115 -9.897 -2.359
C: 4.471 -9.581 -3.687
C: 4.540 -10.603 -4.641
C: 4.147 -11.908 -4.319
C: 3.691 -12.200 -3.032
C: 3.653 -11.202 -2.066
C: 4.436 -6.656 -2.153
C: 4.018 -5.329 -2.018
C: 2.428 -3.692 -3.882
C: 2.378 -3.183 -5.167
H: 2.944 -1.462 -8.551
H: 3.699 -2.356 -7.170
H: 1.331 -2.043 -9.267
H: -0.655 -1.336 -10.541
H: -2.513 -0.108 -9.393
H: -2.287 0.480 -6.968
H: -0.301 -0.252 -5.695
H: 1.166 -0.097 -4.454
H: 1.413 -0.944 -2.158
H: 1.125 -3.884 -1.165
H: 1.535 -5.761 0.252
H: 2.495 -8.012 0.302
H: 4.233 -8.947 0.779
H: 4.488 -10.591 0.064
H: 4.738 -8.554 -3.937
H: 4.912 -10.369 -5.639
H: 4.187 -12.696 -5.068
H: 3.366 -13.203 -2.759
H: 3.267 -11.421 -1.069
H: 5.248 -6.924 -2.838
H: 4.538 -4.541 -2.584
H: 2.671 -4.748 -3.794
H: 2.716 -3.796 -6.004

Output
Kohn-Sham gap = 0.3040 hartree
SMILES = N#C[C@@H](C(c1ccc(N(CC(F)(F)F)c2ccccc2)cc1)c1ccc(N(CC(F)(F)F)c2ccccc2)cc1)P(=O)(c1ccccc1)c1ccccc1
Max |F| = 3.0 eV/Å
Total energy = -77254.5001 eV
Net charge = 0
Molar mass = 753.73 g mol⁻¹
ΔE to the lowest compared entry with this formula, charge and spin = 0.0 kcal/mol
2S+1 = 1

No. 4
Computed, not measured: C43H34F9N5O4PTe2Zr as an isolated structure, with wB97M-V/def2-TZVPD.

Atoms and positions in Å:
Zr: -0.949 0.464 -0.261
O: -1.173 3.007 2.816
C: -0.501 2.298 2.114
N: -0.461 0.895 2.203
C: -1.558 0.179 2.105
O: -2.526 0.525 1.345
C: -1.514 -1.292 2.371
C: -1.521 -1.960 3.576
C: -1.561 -3.348 3.517
C: -1.573 -3.979 2.284
C: -1.528 -3.211 1.127
N: -1.501 -1.883 1.172
C: 0.474 2.887 1.106
C: 0.856 4.201 1.283
C: 1.755 4.723 0.358
C: 2.177 3.920 -0.693
C: 1.671 2.635 -0.825
N: 0.831 2.110 0.078
H: -1.505 -1.422 4.513
H: -1.588 -3.932 4.428
H: -1.614 -5.057 2.209
H: -1.516 -3.668 0.147
H: 0.461 4.762 2.116
H: 2.113 5.739 0.451
H: 2.872 4.284 -1.437
H: 1.929 2.014 -1.670
C: -1.256 -1.239 -5.054
O: -0.831 -1.524 -3.730
C: -1.329 -0.720 -2.741
O: -0.703 -1.022 -1.564
N: -2.748 -0.937 -2.492
N: -3.066 -0.144 -1.344
H: -0.761 -1.963 -5.695
H: -0.958 -0.226 -5.342
H: -2.336 -1.354 -5.172
H: -3.327 -0.670 -3.279
H: -3.602 -0.724 -0.706
H: -3.603 0.681 -1.593
C: -3.788 3.586 -2.052
Te: -2.734 3.258 -0.241
C: -4.604 2.621 0.544
C: -5.641 3.153 -0.417
C: -6.989 3.166 -0.071
C: -7.934 3.666 -0.949
C: -7.536 4.165 -2.184
C: -6.198 4.155 -2.535
C: -5.243 3.645 -1.660
H: -3.566 2.764 -2.735
H: -3.431 4.505 -2.511
H: -4.715 3.032 1.546
H: -4.613 1.536 0.632
H: -7.295 2.793 0.899
H: -8.979 3.680 -0.670
H: -8.270 4.568 -2.868
H: -5.889 4.548 -3.495
F: 3.103 -7.532 0.664
C: 2.608 -6.928 -0.425
F: 3.504 -7.090 -1.411
F: 1.497 -7.590 -0.784
C: 2.330 -5.468 -0.177
C: 3.112 -4.762 0.724
C: 2.881 -3.412 0.918
C: 1.856 -2.761 0.230
C: 1.088 -3.476 -0.686
C: 1.329 -4.827 -0.889
P: 1.643 -0.950 0.388
C: 2.208 -0.538 2.059
C: 2.772 0.702 2.354
C: 2.976 1.092 3.669
C: 2.608 0.247 4.702
C: 2.042 -0.989 4.425
C: 1.841 -1.375 3.114
C: 2.798 0.646 6.141
F: 3.380 1.845 6.263
F: 3.558 -0.244 6.796
F: 1.619 0.703 6.784
C: 2.913 -0.406 -0.809
C: 4.211 -0.025 -0.476
C: 5.091 0.400 -1.460
C: 4.680 0.432 -2.785
C: 3.408 0.005 -3.135
C: 2.531 -0.416 -2.151
C: 5.605 0.980 -3.839
F: 5.425 2.310 -3.979
F: 5.387 0.426 -5.037
F: 6.892 0.790 -3.526
H: 3.902 -5.263 1.268
H: 3.507 -2.865 1.610
H: 0.312 -2.980 -1.249
H: 0.732 -5.381 -1.602
H: 3.042 1.390 1.566
H: 3.418 2.054 3.887
H: 1.759 -1.648 5.237
H: 1.388 -2.338 2.913
H: 4.560 -0.070 0.545
H: 6.096 0.697 -1.194
H: 3.098 0.007 -4.171
H: 1.535 -0.733 -2.436
Te: -0.849 1.456 -2.988

Output
Kohn-Sham gap = 0.2490 hartree
Max |F| = 1.1 eV/Å
Total energy = -110395.5373 eV
Net charge = +1
Molar mass = 1233.16 g mol⁻¹
ΔE to the lowest compared entry with this formula, charge and spin = 68.9 kcal/mol
2S+1 = 1

No. 5
Computed, not measured: C43H34N10O5Sc as an isolated structure, with wB97M-V/def2-TZVPD.

Atoms and positions in Å:
Sc: 0.333 1.378 -1.372
O: 1.519 5.020 0.857
C: 1.427 3.849 0.141
O: 0.462 3.142 0.162
C: 2.645 3.666 -0.615
C: 3.880 4.289 -0.612
C: 4.844 4.009 -1.595
C: 4.532 3.104 -2.576
C: 3.327 2.428 -2.481
N: 2.386 2.674 -1.510
C: 2.739 1.365 -3.372
O: 3.508 0.834 -4.232
O: 1.639 0.977 -3.203
H: 0.729 5.146 1.408
H: 3.965 5.142 0.040
H: 5.810 4.501 -1.485
H: 5.277 2.717 -3.354
H: 4.414 1.197 -4.187
C: -1.576 0.526 -3.756
N: -1.037 -0.033 -2.526
C: -2.019 -0.518 -1.535
C: -2.613 0.673 -0.941
N: -1.921 1.765 -0.948
C: -2.777 2.744 -0.531
C: -2.529 4.112 -0.389
C: -3.639 4.870 0.012
C: -4.939 4.360 0.174
C: -5.193 2.971 0.025
C: -4.043 2.208 -0.292
N: -3.886 0.842 -0.634
C: -1.078 1.907 -3.940
N: -0.381 2.673 -3.040
C: 0.011 3.841 -3.801
C: 0.904 4.880 -3.474
C: 1.358 5.675 -4.517
C: 0.906 5.506 -5.859
C: 0.030 4.509 -6.201
C: -0.419 3.743 -5.103
N: -1.186 2.555 -5.177
H: -2.685 0.628 -3.715
H: -1.327 -0.084 -4.624
H: -0.452 -0.811 -2.699
H: -1.511 -1.113 -0.711
H: -2.740 -1.240 -1.928
H: -1.565 4.548 -0.784
H: -3.641 5.918 0.249
H: -5.755 4.834 0.672
H: -6.129 2.434 0.181
H: -4.524 0.115 -0.429
H: 1.087 5.048 -2.444
H: 2.049 6.478 -4.293
H: 1.314 6.187 -6.660
H: -0.222 4.355 -7.157
H: -1.686 2.335 -6.017
C: -0.972 -9.179 7.756
O: 0.142 -9.000 6.830
C: 0.114 -7.945 6.030
C: 1.140 -7.897 5.132
C: 1.372 -6.855 4.254
C: 0.440 -5.794 4.212
C: -0.633 -5.906 5.103
C: -0.846 -6.921 6.031
C: 0.589 -4.611 3.393
N: 1.241 -4.543 2.209
C: 1.011 -3.248 1.786
C: 0.298 -2.514 2.697
N: 0.053 -3.401 3.710
C: -0.158 -1.196 2.429
C: -1.050 -0.545 3.274
C: -1.529 0.734 2.902
C: -0.990 1.282 1.728
N: -0.199 0.591 0.935
C: 0.199 -0.633 1.209
C: 1.055 -1.394 0.252
N: 1.337 -0.791 -0.937
C: 2.099 -1.531 -1.792
C: 2.422 -2.791 -1.537
C: 2.114 -3.433 -0.373
C: 1.400 -2.686 0.574
H: -0.771 -10.171 8.231
H: -1.935 -9.155 7.205
H: -1.055 -8.296 8.512
H: 1.834 -8.790 4.985
H: 2.169 -6.882 3.556
H: -1.375 -5.090 5.207
H: -1.661 -6.806 6.791
H: -0.468 -3.207 4.567
H: -1.282 -1.056 4.211
H: -2.164 1.352 3.561
H: -1.247 2.265 1.362
H: 2.325 -1.042 -2.692
H: 3.097 -3.299 -2.173
H: 2.264 -4.496 -0.331

Output
Kohn-Sham gap = 0.1560 hartree
Max |F| = 5.5 eV/Å
Total energy = -90965.2594 eV
Net charge = +3
Molar mass = 815.77 g mol⁻¹
ΔE to the lowest compared entry with this formula, charge and spin = 81.6 kcal/mol
2S+1 = 1